1.
A molecular structure, C8H15Cl6MgO2. Source: the Open Molecules 2025 dataset; level of theory: ωB97M-V/def2-TZVPD.

Its spin multiplicity is 1. The value obtained for the total energy is -3425.37095 a.u. For the energy above the lowest of the compared OMol25 structures with the same formula, charge and spin, the calculation gives 0.0000 eV. As for the total charge: +1. Its max |F| is 2.16 eV/Å. The HOMO energy is -12.56 eV. The calculation puts the orbital gap at 6.6 eV.

Cartesian coordinates (Å):
Mg: -13.82 -21.91 -20.23
C: -14.04 -18.11 -19.77
C: -13.94 -19.60 -19.96
O: -12.95 -20.16 -20.52
O: -14.81 -20.40 -19.47
H: -13.09 -17.69 -20.07
H: -14.18 -17.91 -18.71
H: -14.86 -17.73 -20.38
Cl: -18.76 -18.99 -16.17
C: -17.25 -19.77 -16.69
C: -17.33 -21.28 -16.48
Cl: -17.27 -21.67 -14.74
H: -16.34 -19.39 -16.23
H: -17.21 -19.58 -17.75
H: -16.59 -21.86 -17.02
H: -18.32 -21.63 -16.78
Cl: -13.51 -21.46 -16.30
C: -11.83 -21.14 -16.76
C: -11.18 -22.33 -17.46
Cl: -11.68 -22.56 -19.14
H: -11.29 -20.83 -15.87
H: -11.84 -20.29 -17.45
H: -11.44 -23.23 -16.90
H: -10.09 -22.28 -17.44
Cl: -12.00 -14.15 -21.69
C: -13.18 -14.49 -20.39
C: -13.26 -13.42 -19.35
Cl: -13.89 -11.85 -19.92
H: -12.78 -15.37 -19.88
H: -14.18 -14.76 -20.75
H: -12.28 -13.27 -18.89
H: -13.92 -13.75 -18.55

=====

2.
A single C5H10O2 molecule. Source: the Open Molecules 2025 dataset; level of theory: ωB97M-V/def2-TZVPD.

Its spin multiplicity is 1. The value obtained for the total energy is -346.92346 a.u. For the energy above the lowest of the compared OMol25 structures with the same formula, charge and spin, the calculation gives 2.7747 eV. Its max |F| is 2.38 eV/Å. The HOMO energy is -8.12 eV. The calculation puts the orbital gap at 9.0 eV.

Cartesian coordinates (Å):
C: 2.48 -0.24 0.75
O: 1.11 0.05 0.76
C: 0.47 -0.27 -0.46
C: -0.98 0.17 -0.38
C: -1.98 -0.79 -0.96
C: -1.45 1.19 0.33
O: -0.78 1.90 1.25
H: 2.65 -1.31 0.59
H: 2.88 0.06 1.72
H: 2.99 0.32 -0.05
H: 1.04 0.19 -1.30
H: 0.51 -1.36 -0.64
H: -1.61 -0.61 -1.97
H: -3.02 -0.47 -0.84
H: -1.88 -1.72 -0.38
H: -2.49 1.48 0.21
H: 0.06 1.41 1.37

=====

3.
A molecular structure, C5H8FInO4. Source: the Open Molecules 2025 dataset; level of theory: ωB97M-V/def2-TZVPD.

Its spin multiplicity is 2. The value obtained for the total energy is -785.88782 a.u. For the energy above the lowest of the compared OMol25 structures with the same formula, charge and spin, the calculation gives 2.5546 eV. As for the total charge: +1. Its max |F| is 10.26 eV/Å. The HOMO energy (spin up / spin down) is -11.98 / -11.97 eV. The calculation puts the orbital gap (spin up / spin down) at 9.2 / 3.0 eV.

Cartesian coordinates (Å):
C: -2.01 -0.56 0.62
O: -1.51 0.27 -0.40
C: -2.64 -1.84 0.08
H: -1.20 -0.82 1.34
H: -2.76 0.02 1.18
H: -3.04 -2.44 0.91
H: -3.46 -1.60 -0.60
H: -1.90 -2.46 -0.45
C: 2.84 0.81 -0.27
O: 1.91 1.04 0.71
C: 0.61 1.33 0.31
C: 0.02 0.29 -0.65
O: 2.46 0.32 -1.33
O: 4.02 1.08 0.11
F: 0.61 2.57 -0.30
H: 0.01 1.40 1.23
H: 0.36 -0.72 -0.36
H: 0.06 0.65 -1.68
In: 5.63 0.65 -0.45

=====

4.
A gas-phase ion, H4NO2SSi (charge -1). Source: the Open Molecules 2025 dataset; level of theory: ωB97M-V/def2-TZVPD.

Its spin multiplicity is 1. The value obtained for the total energy is -895.34074 a.u. For the energy above the lowest of the compared OMol25 structures with the same formula, charge and spin, the calculation gives 0.8911 eV. As for the total charge: -1. Its max |F| is 3.57 eV/Å. The HOMO energy is -4.61 eV. The calculation puts the orbital gap at 8.5 eV.

Cartesian coordinates (Å):
N: 0.23 0.93 0.15
O: 0.95 -1.20 -0.35
O: 2.71 0.60 -0.82
Si: -0.86 -0.38 -0.12
S: 1.72 0.02 0.20
H: -0.13 1.86 0.53
H: -0.80 -1.10 1.30
H: -2.13 0.59 0.15
H: -1.69 -1.31 -1.03